{"formula": "C4H11FNO3", "method": "ωB97M-V with the def2-TZVPD basis set", "symbols": ["C", "C", "C", "N", "F", "C", "O", "O", "H", "H", "H", "H", "H", "H", "H", "H", "O", "H", "H", "H"], "xyz": [[1.110486, -1.076717, 0.221704], [0.564541, 0.243476, 0.770454], [-0.777071, 0.626047, 0.167576], [-1.800038, -0.266841, 0.676900], [-2.374381, 0.280347, 1.821452], [-2.762696, -0.645565, -0.252089], [-2.484139, -0.960656, -1.326296], [-4.030531, -0.623211, 0.198782], [0.350293, -1.712474, -0.202679], [1.860705, -0.893180, -0.528286], [1.598408, -1.635853, 1.003234], [1.265547, 1.054947, 0.613060], [0.405989, 0.140604, 1.826860], [-0.989071, 1.639246, 0.476747], [-0.776128, 0.614740, -0.908304], [-4.100777, -1.238232, 0.943395], [3.030861, 1.042813, -1.352772], [2.983665, 1.930656, -1.768956], [3.424542, 1.080633, -0.453555], [3.499794, 0.399221, -1.927227]], "atomic_forces_ev_per_a": [[0.17, 0.34, 0.47], [-0.30, -0.67, -0.58], [0.78, 0.34, 0.80], [0.23, 0.09, -0.12], [0.17, 0.14, 0.13], [-1.86, 0.69, 2.89], [1.43, -0.86, -3.92], [-0.20, -0.55, 0.28], [-0.34, -0.11, -0.16], [0.22, -0.13, -0.59], [0.19, -0.29, 0.28], [0.23, 0.35, 0.10], [0.05, 0.16, 0.62], [-0.48, 0.36, 0.12], [-0.10, -0.32, -0.43], [-0.26, 0.37, 0.22], [0.22, 0.17, -0.16], [0.01, -0.04, 0.03], [-0.10, -0.05, -0.01], [-0.06, -0.01, 0.03]], "homo_lumo_gap_ev": 7.51, "homo_ev": -13.08, "relative_energy_kcal_mol": 85.5, "largest_force_ha_per_bohr": 0.0828, "e_tot_ha": -538.95055, "total_charge": 1}